{"formula": "C24H69NO14", "method": "the ωB97M-V functional and the def2-TZVPD basis", "symbols": ["C", "O", "C", "C", "N", "C", "C", "O", "C", "H", "H", "H", "H", "H", "H", "H", "H", "H", "H", "H", "H", "H", "H", "H", "C", "C", "O", "H", "H", "H", "H", "H", "H", "C", "C", "O", "H", "H", "H", "H", "H", "H", "C", "C", "O", "H", "H", "H", "H", "H", "H", "C", "C", "O", "H", "H", "H", "H", "H", "H", "C", "C", "O", "H", "H", "H", "H", "H", "H", "C", "C", "O", "H", "H", "H", "H", "H", "H", "C", "C", "O", "O", "H", "H", "H", "H", "H", "H", "C", "C", "O", "O", "H", "H", "H", "H", "H", "H", "C", "C", "O", "O", "H", "H", "H", "H", "H", "H"], "positions_angstrom": [[-4.1664, -6.8063, 3.1619], [-5.2480, -6.5099, 2.3963], [-6.0838, -5.4322, 2.7930], [-5.5530, -4.0290, 2.4197], [-5.1112, -4.0732, 1.0457], [-3.9232, -3.1819, 0.9530], [-3.5595, -2.8812, -0.4523], [-2.6467, -2.0666, -0.7695], [-1.4238, -2.5890, -0.3344], [-4.3283, -7.8955, 3.2840], [-4.1178, -6.3386, 4.1871], [-3.2773, -6.5616, 2.6263], [-6.3875, -5.6035, 3.8303], [-7.0657, -5.6746, 2.5146], [-4.8149, -3.7166, 3.1286], [-6.4256, -3.3624, 2.5515], [-4.7800, -5.0192, 1.0848], [-3.1342, -3.6009, 1.5362], [-4.4014, -2.3501, 1.3729], [-4.3707, -2.4315, -1.0230], [-3.3698, -3.8854, -0.8246], [-1.3542, -2.7359, 0.7571], [-0.6806, -1.8144, -0.5904], [-1.1667, -3.5880, -0.8323], [0.8970, 2.0001, -2.6308], [1.2334, 1.6172, -1.2705], [0.7098, 0.3641, -0.9236], [1.5680, 2.6972, -3.1714], [-0.0981, 2.5166, -2.6303], [1.0030, 1.0972, -3.2370], [0.8677, 2.3641, -0.5865], [2.3773, 1.5351, -1.2018], [0.1222, 0.7513, -0.2766], [-2.6798, 1.4150, -3.7822], [-2.5166, 0.2574, -2.9522], [-3.6533, -0.1150, -2.2147], [-2.7901, 2.4033, -3.1970], [-3.6290, 1.1602, -4.2306], [-2.0383, 1.7296, -4.5512], [-1.8190, 0.5166, -2.2266], [-2.1132, -0.5356, -3.5571], [-3.2774, -0.8428, -1.6787], [2.3423, -2.3581, 0.6552], [2.2197, -2.3400, 2.1333], [0.8402, -1.9647, 2.5225], [1.5870, -2.9382, 0.0324], [3.2749, -2.7389, 0.3637], [2.1937, -1.3746, 0.3359], [2.7074, -1.4899, 2.5720], [2.6673, -3.2621, 2.5234], [0.5386, -1.3134, 1.8909], [2.9709, 2.3242, 1.5268], [2.3032, 1.4565, 2.5021], [3.3699, 0.9163, 3.2490], [3.6747, 1.7919, 0.9972], [3.5276, 3.1931, 1.9225], [2.1875, 2.7269, 0.8148], [1.8374, 0.8713, 1.7230], [1.5427, 2.0378, 3.0728], [3.0692, 0.1974, 3.7170], [-2.1802, 2.5840, 0.5278], [-2.0682, 1.2200, 0.8886], [-0.8508, 0.8105, 1.5592], [-1.3306, 3.1497, 0.0490], [-2.3125, 3.2128, 1.3896], [-3.0301, 2.7193, -0.1827], [-2.2481, 0.6751, -0.0768], [-2.9677, 1.0867, 1.5221], [-1.0505, 0.5160, 2.4429], [3.1780, 5.0460, -1.1288], [1.8499, 5.4580, -1.5400], [0.9724, 4.8315, -0.6845], [3.8803, 4.8978, -1.9469], [3.2693, 4.2900, -0.3583], [3.5434, 5.9873, -0.6293], [1.5533, 5.0212, -2.5277], [1.7332, 6.4645, -1.6736], [0.0583, 5.0264, -0.8746], [5.4709, 0.9574, -1.6351], [4.8184, -0.3087, -1.3773], [5.4119, -1.4370, -2.0322], [4.8080, 2.1768, -1.2010], [5.3887, 1.0635, -2.7143], [6.4943, 0.8543, -1.4045], [3.7543, -0.2155, -1.5567], [4.9452, -0.4950, -0.2869], [6.2713, -1.5250, -1.5944], [4.7865, 2.8466, -1.8989], [-1.0155, 3.8516, 3.7449], [-0.0875, 4.0110, 2.7266], [-0.3517, 5.1008, 1.8547], [-1.0733, 2.5672, 4.1586], [-2.0263, 4.1975, 3.5695], [-0.6918, 4.4276, 4.5506], [0.0121, 3.1744, 2.0877], [0.8943, 4.0821, 3.1115], [0.2275, 5.0491, 1.0903], [-1.9432, 2.3474, 3.9330], [2.5233, -1.8207, -4.1381], [1.7829, -2.4633, -3.0798], [0.6233, -1.6429, -2.8432], [3.7979, -2.4451, -4.3569], [2.6660, -0.7148, -4.0565], [1.9462, -2.0724, -5.0869], [2.3340, -2.4983, -2.1094], [1.4466, -3.4269, -3.3768], [0.6889, -0.9910, -2.1341], [4.4701, -2.1671, -3.7527]], "forces_ev_per_a": [[0.3, -1.4, 2.0], [-2.3, 1.6, -1.4], [0.5, -0.4, 1.4], [-2.7, -0.8, 0.6], [1.0, -0.3, 0.1], [-2.0, -0.1, 0.2], [-6.3, -4.2, -0.7], [6.3, 3.2, 0.1], [2.6, 0.3, -0.3], [1.2, 0.3, 0.4], [-0.3, -0.2, -0.9], [1.0, 0.0, -0.2], [1.2, 0.7, 0.9], [-1.3, 0.1, -2.2], [0.8, 0.2, 0.5], [0.4, 0.1, -0.1], [0.4, -0.8, -1.3], [0.8, 0.1, 0.6], [0.5, 2.0, 1.1], [-1.4, -0.9, 0.4], [0.1, -0.5, -1.0], [-0.3, 0.1, -0.3], [0.0, -0.7, 0.0], [-0.5, 1.3, 0.4], [-0.8, 1.1, -2.3], [4.1, 0.5, 0.0], [-0.7, 0.2, 0.6], [0.0, 0.0, 0.9], [0.5, -1.0, -0.6], [-0.9, 0.0, -0.3], [0.2, 0.3, 0.4], [-1.5, 0.4, 0.3], [-1.0, -1.6, 1.0], [-3.0, 3.4, 0.4], [1.4, -1.0, 0.7], [-0.5, -0.2, -0.3], [-0.3, -1.5, -0.5], [-0.7, 0.8, -0.7], [1.5, -0.6, -1.0], [2.1, 0.0, 1.4], [0.1, -0.8, -0.2], [-0.5, 0.4, -0.1], [-1.7, -1.0, -0.9], [-1.5, 0.8, 0.3], [0.5, -1.8, 0.5], [0.6, 0.2, 1.4], [1.5, -0.3, -0.5], [0.2, 1.7, -1.0], [1.4, 0.1, -0.2], [-1.2, 0.0, 0.7], [0.0, 0.3, -0.4], [-1.2, 4.0, -0.4], [0.1, 1.4, -0.3], [0.5, 1.7, -1.2], [1.4, -1.3, -1.4], [-0.3, -0.2, 0.2], [1.1, -0.3, 0.8], [-0.8, -1.8, 0.8], [0.6, -0.9, 0.0], [-1.0, -2.6, 1.9], [0.6, 4.8, -1.5], [-0.8, -3.1, -0.2], [-0.5, 0.4, -1.2], [-0.3, -1.2, 0.0], [-0.5, 0.5, 0.5], [0.4, -0.1, 0.7], [0.5, -0.5, 1.1], [0.5, -0.8, -0.1], [0.0, 0.0, 0.5], [2.9, 2.4, 1.2], [-1.4, -3.7, -3.2], [-1.5, -0.4, 2.4], [-0.1, -0.2, -0.1], [-0.4, -0.4, -0.3], [0.4, -1.0, -0.1], [0.7, 0.4, 0.0], [-0.4, 2.9, 0.3], [-0.4, 0.2, -0.4], [-0.6, 2.7, -3.6], [-1.1, -1.5, 3.2], [0.1, 1.0, 0.0], [0.3, -1.0, 1.1], [0.7, -0.3, -0.5], [1.4, 0.6, 0.7], [-0.2, -0.5, -0.4], [-0.6, -0.1, -0.3], [-0.2, -0.3, -0.4], [0.3, -0.6, 0.1], [-2.7, 1.8, 2.1], [2.8, 1.0, -4.9], [-0.7, 0.9, 0.5], [1.0, -2.7, 1.3], [-0.2, 0.5, -0.8], [0.4, 1.3, 1.7], [-0.5, -1.5, -0.5], [1.3, 0.5, 0.8], [0.4, -0.1, 0.1], [-1.7, -1.4, -0.1], [1.8, 0.2, -3.2], [-1.1, 1.7, 3.5], [-0.8, -0.7, -0.7], [-0.8, -0.5, -1.0], [-0.5, -0.7, 0.2], [0.7, 0.9, 0.9], [0.1, -0.4, -0.8], [-0.2, -0.9, 0.0], [0.5, -0.1, 0.1], [0.4, 0.5, 0.9]], "lowdin_charge": [-0.143, -0.206, -0.198, -0.217, -0.028, -0.178, -0.351, -0.170, -0.058, 0.101, 0.110, 0.073, 0.122, 0.102, 0.102, 0.125, 0.079, 0.113, 0.106, 0.149, 0.134, 0.089, 0.077, 0.136, -0.070, -0.351, -0.079, 0.083, 0.092, 0.079, 0.078, 0.120, 0.043, -0.101, -0.384, -0.065, 0.104, 0.081, 0.058, 0.063, 0.126, 0.029, -0.094, -0.245, -0.095, 0.106, 0.063, 0.034, 0.078, 0.121, 0.026, -0.111, -0.312, -0.014, 0.035, 0.101, 0.070, 0.090, 0.111, 0.029, -0.106, -0.304, -0.072, 0.089, 0.061, 0.115, 0.108, 0.138, 0.082, -0.066, -0.338, -0.083, 0.079, 0.061, 0.104, 0.120, 0.091, 0.098, -0.229, -0.266, -0.050, -0.071, 0.129, 0.112, 0.109, 0.136, 0.104, 0.074, -0.319, -0.290, -0.039, 0.009, 0.142, 0.118, 0.083, 0.120, 0.037, 0.064, -0.259, -0.241, -0.097, -0.068, 0.126, 0.147, 0.114, 0.117, 0.018, 0.027], "e_homo_ha": -0.344, "gap_ev": 9.69, "smiles": "COCCNCCOC.OCCO.OCCO.OCCO.CCO.CCO.CCO.CCO.CCO.CCO", "lumo_ev": 0.34}

{"formula": "C24H69NO15", "method": "the ωB97M-V functional and the def2-TZVPD basis", "symbols": ["C", "O", "C", "C", "N", "C", "C", "O", "C", "H", "H", "H", "H", "H", "H", "H", "H", "H", "H", "H", "H", "H", "H", "H", "C", "C", "O", "H", "H", "H", "H", "H", "H", "C", "C", "O", "H", "H", "H", "H", "H", "H", "C", "C", "O", "H", "H", "H", "H", "H", "H", "C", "C", "O", "H", "H", "H", "H", "H", "H", "C", "C", "O", "H", "H", "H", "H", "H", "H", "C", "C", "O", "O", "H", "H", "H", "H", "H", "H", "C", "C", "O", "O", "H", "H", "H", "H", "H", "H", "C", "C", "O", "O", "H", "H", "H", "H", "H", "H", "C", "C", "O", "O", "H", "H", "H", "H", "H", "H"], "positions_angstrom": [[0.7460, 8.5430, 32.7650], [0.7810, 9.5170, 31.7440], [-0.2470, 9.2490, 30.8150], [-1.5460, 9.8080, 31.3130], [-2.5540, 9.6710, 30.2930], [-3.7270, 10.4590, 30.5880], [-4.6960, 10.3700, 29.4230], [-5.8450, 10.8160, 29.5600], [-6.7030, 9.9690, 30.3340], [0.3290, 7.5700, 32.5410], [0.2390, 8.9040, 33.5560], [1.7100, 8.4420, 33.1710], [-0.2880, 8.2600, 30.4720], [0.0350, 9.8830, 29.9890], [-1.3730, 10.7920, 31.5370], [-1.7390, 9.2310, 32.2230], [-2.9050, 8.6740, 30.1090], [-3.3520, 11.3620, 30.9690], [-4.3490, 9.9710, 31.3610], [-4.6450, 9.3590, 28.9920], [-4.3800, 11.0630, 28.6100], [-6.5340, 10.1440, 31.3780], [-6.4780, 8.9050, 30.2800], [-7.7160, 9.9980, 30.1310], [-13.0240, 11.4840, 28.2980], [-12.5750, 10.1000, 28.2940], [-12.9870, 9.6210, 27.0210], [-14.0750, 11.6500, 27.9140], [-12.4870, 12.0430, 27.5530], [-12.9890, 12.0670, 29.2120], [-13.2190, 9.5100, 29.0570], [-11.5440, 10.0170, 28.4800], [-13.8890, 9.2970, 27.1050], [-13.8560, 4.8100, 30.4490], [-12.8810, 3.9160, 29.7860], [-12.6540, 4.4240, 28.5050], [-14.5620, 4.3300, 31.0480], [-14.4020, 5.4590, 29.7290], [-13.2280, 5.5380, 31.0170], [-13.2420, 2.9260, 29.5590], [-12.0090, 3.8650, 30.3750], [-13.2540, 3.9330, 27.9760], [-16.1090, 6.9210, 28.0210], [-16.3100, 8.3270, 27.9840], [-15.6010, 8.8260, 26.8850], [-16.2610, 6.6020, 29.0360], [-15.0690, 6.6280, 27.8180], [-16.8110, 6.5710, 27.2990], [-15.9430, 8.7290, 28.9630], [-17.3460, 8.5440, 27.9300], [-15.8970, 8.4080, 26.0610], [-8.9620, 5.2090, 31.8870], [-7.8060, 5.2040, 30.9380], [-8.2070, 5.7760, 29.7300], [-9.1320, 6.1440, 32.4210], [-8.7590, 4.4850, 32.6730], [-9.9770, 4.8080, 31.5630], [-7.5510, 4.1680, 30.6840], [-6.9230, 5.7590, 31.3370], [-8.8430, 5.2200, 29.1990], [-6.4370, 7.3820, 26.1870], [-7.0500, 8.1830, 27.2380], [-6.3850, 9.4080, 27.1580], [-7.1660, 6.7070, 25.8080], [-5.4440, 6.9450, 26.4130], [-6.1470, 8.0290, 25.3460], [-6.8680, 7.6510, 28.2260], [-8.0880, 8.2760, 26.9830], [-6.9870, 10.0580, 27.5640], [-9.1590, 11.3330, 28.3410], [-8.8610, 12.3720, 29.2740], [-10.0200, 12.7530, 29.9780], [-8.0510, 11.2350, 27.5320], [-10.0260, 11.4730, 27.6940], [-9.1510, 10.3540, 28.7970], [-8.5890, 13.3470, 28.7810], [-8.0540, 12.2360, 29.9850], [-10.5400, 13.3550, 29.4700], [-8.4180, 11.4160, 26.6510], [-10.9640, 7.4010, 28.8630], [-10.8260, 7.9320, 30.1650], [-9.5440, 8.1880, 30.4290], [-12.3750, 7.1840, 28.7760], [-10.4720, 6.4870, 28.6260], [-10.6470, 8.2690, 28.2130], [-11.0610, 7.1830, 31.0240], [-11.4930, 8.6470, 30.3700], [-9.1370, 7.3100, 30.2900], [-12.6140, 6.3090, 29.0510], [-10.8810, 8.9900, 24.6840], [-10.0070, 7.8860, 24.8860], [-9.9940, 6.9410, 23.8930], [-10.7320, 9.9450, 25.6880], [-11.9160, 8.7160, 24.8290], [-10.7970, 9.3570, 23.6370], [-10.2410, 7.3470, 25.8170], [-9.0770, 8.3290, 24.9540], [-9.9500, 6.1040, 24.3480], [-11.3240, 9.5910, 26.3830], [-8.8540, 4.6620, 26.1350], [-9.5400, 3.6860, 26.9570], [-9.2980, 3.8580, 28.3230], [-9.1980, 4.5380, 24.7730], [-7.7850, 4.5310, 26.1170], [-9.0670, 5.6780, 26.5330], [-9.0060, 2.8210, 26.5590], [-10.5290, 3.5600, 26.8390], [-9.8170, 3.2500, 28.8640], [-9.1140, 3.6220, 24.5940]], "forces_ev_per_a": [[1.1, -0.1, -1.3], [0.0, -1.5, 0.0], [0.7, 3.2, -0.5], [-0.2, -3.9, -0.5], [-1.0, -1.6, -0.7], [-1.1, -2.6, 0.3], [8.4, 0.0, -3.6], [-9.9, 1.6, 2.5], [2.0, -0.5, 1.0], [0.0, -0.2, -0.7], [-2.3, 1.3, 2.8], [1.7, -0.5, 0.1], [0.0, -1.7, -0.2], [0.0, -0.1, -0.8], [0.1, 2.5, 0.6], [-0.6, 0.3, 0.5], [1.2, 1.8, 0.6], [-0.2, 1.8, 0.0], [0.5, 0.3, 0.8], [0.1, -0.2, 0.1], [1.3, -0.8, 0.0], [-0.2, 0.6, 0.8], [0.6, -0.3, -0.8], [-1.9, 0.8, -0.7], [-1.7, 3.1, -0.3], [-4.2, -1.4, 1.1], [1.2, -0.7, -0.3], [0.8, -0.8, 0.6], [0.7, 0.4, -0.4], [0.4, -0.2, 0.5], [1.6, 0.7, -0.7], [1.3, -0.4, 0.1], [-0.2, -0.2, -0.2], [0.6, 2.6, 0.1], [-1.5, -0.9, -0.8], [1.9, 0.8, -0.8], [-1.0, -0.7, 1.3], [0.3, -0.8, 0.3], [-0.9, -0.4, 0.1], [-0.3, -0.8, 1.0], [1.4, -0.2, 0.4], [-0.6, -0.2, -1.2], [0.8, -2.5, 0.6], [1.2, 2.0, 1.4], [0.2, 1.4, -0.8], [-0.8, -0.8, 0.3], [-0.3, 0.2, -0.3], [-0.3, -1.5, -0.4], [0.1, 0.6, -1.2], [-1.1, 0.6, -0.1], [0.1, 0.1, 0.4], [-1.3, -1.1, 1.8], [-0.5, -0.7, -0.7], [-0.4, 1.5, -1.4], [0.0, 0.2, -0.4], [0.3, -0.1, 0.4], [1.3, 0.7, -0.5], [0.5, 0.0, 0.5], [-0.7, -0.5, -0.4], [1.1, 0.2, 0.9], [1.8, -0.6, -1.9], [1.4, -0.3, 1.2], [-0.1, 0.4, 0.8], [-0.1, -1.2, -0.4], [-0.8, -0.3, 0.4], [-0.5, 0.1, 0.1], [-0.7, 0.7, -0.7], [-0.9, 0.2, 0.4], [0.5, 0.2, -0.2], [0.0, -2.1, -0.5], [-0.5, 4.8, 1.0], [-0.6, -0.8, 2.0], [0.8, 0.8, -2.9], [-0.4, 0.2, 0.6], [-1.2, -0.4, 0.7], [0.5, -1.2, -0.4], [0.0, -0.7, 0.0], [-0.4, 0.4, -0.6], [1.0, -0.3, 0.0], [-2.6, 0.7, -2.3], [0.9, -4.5, 4.3], [3.7, 1.4, 0.5], [-0.6, 1.0, -1.3], [0.9, -0.5, -0.1], [-0.3, -1.4, -0.2], [-0.8, 0.2, -1.4], [-2.1, 3.4, 0.4], [0.8, 0.5, -0.1], [0.3, -0.7, -0.2], [-3.2, 1.3, -1.3], [0.4, -2.0, 1.5], [-0.5, -0.6, -1.6], [1.0, 0.8, 0.9], [-0.7, -0.7, -0.8], [0.2, 0.3, 0.7], [0.0, 0.6, 0.3], [2.6, 0.7, 0.6], [0.1, -0.6, -0.6], [0.1, 0.7, -0.5], [0.7, 3.1, -0.2], [2.9, -2.2, 0.5], [0.4, 0.1, 0.9], [-0.9, 1.0, 0.4], [0.6, 0.0, 1.0], [0.1, -0.3, -0.7], [-0.5, -1.3, 0.6], [-3.6, 0.1, -1.1], [0.0, 0.0, -0.4], [0.0, -1.4, -0.8]], "lowdin_charge": [-0.115, -0.149, -0.241, -0.228, -0.067, -0.195, -0.394, -0.127, -0.052, 0.098, 0.044, 0.075, 0.105, 0.124, 0.099, 0.122, 0.154, 0.106, 0.114, 0.124, 0.154, 0.087, 0.096, 0.035, -0.097, -0.318, -0.101, 0.104, 0.070, 0.075, 0.145, 0.065, 0.046, -0.059, -0.310, -0.070, 0.062, 0.070, 0.095, 0.118, 0.088, 0.087, -0.109, -0.348, -0.067, 0.077, 0.089, 0.082, 0.141, 0.108, 0.120, -0.098, -0.305, -0.140, 0.077, 0.068, 0.086, 0.112, 0.137, 0.055, -0.098, -0.349, -0.087, 0.035, 0.092, 0.093, 0.120, 0.090, 0.020, -0.270, -0.245, -0.055, -0.052, 0.123, 0.110, 0.150, 0.121, 0.067, 0.130, -0.213, -0.354, -0.035, -0.069, 0.107, 0.132, 0.149, 0.083, 0.054, 0.010, -0.275, -0.320, -0.018, -0.063, 0.117, 0.148, 0.125, 0.098, 0.027, 0.040, -0.245, -0.232, -0.044, -0.029, 0.131, 0.124, 0.136, 0.091, 0.117, 0.086], "e_homo_ha": -0.297, "gap_ev": 7.91, "smiles": "COCCNCCOC.OCCO.OCCO.OCCO.OCCO.CCO.CCO.CCO.CCO.CCO", "lumo_ev": -0.16}